[1]
# C39H40FeN2PSSi

C39H40FeN2PSSi as an isolated structure (wB97M-V/def2-TZVPD, the Open Molecules 2025 dataset).

ORCA input file:
```
! RIJCOSX wB97M-V def2-TZVPD def2/J DEFGRID3
* xyz -1 1
Fe -0.292 -0.728 -1.018
C -7.121 -2.247 -1.090
Si -5.353 -2.688 -1.533
C -5.188 -2.476 -3.373
C -5.113 -4.478 -1.063
C -4.271 -1.563 -0.497
C -4.845 -0.637 0.356
C -4.066 0.216 1.133
C -2.702 0.114 1.012
N -2.095 -0.766 0.215
C -2.839 -1.615 -0.539
S -1.906 -2.626 -1.586
H -7.819 -2.827 -1.714
H -7.333 -1.179 -1.252
H -7.333 -2.484 -0.035
H -5.785 -3.255 -3.875
H -4.142 -2.587 -3.677
H -5.550 -1.494 -3.710
H -5.895 -5.109 -1.508
H -5.147 -4.599 0.029
H -4.134 -4.821 -1.414
H -5.929 -0.555 0.405
H -4.507 0.943 1.803
H -2.042 0.765 1.581
C 0.244 -5.587 2.978
C 1.310 -4.781 3.350
C 1.616 -3.635 2.616
C 0.861 -3.271 1.497
C -0.208 -4.092 1.139
C -0.513 -5.237 1.870
P 1.255 -1.826 0.374
C 2.413 -0.902 1.453
C 3.735 -0.647 1.126
C 4.533 0.143 1.958
C 4.011 0.685 3.116
C 2.685 0.441 3.450
C 1.893 -0.339 2.618
C 2.350 -2.615 -0.854
C 3.344 -3.499 -0.541
C 4.115 -4.096 -1.564
C 3.861 -3.794 -2.872
C 2.830 -2.887 -3.229
C 2.541 -2.576 -4.581
C 1.515 -1.717 -4.862
C 0.735 -1.128 -3.827
C 0.957 -1.369 -2.488
C 2.042 -2.279 -2.201
H 0.004 -6.477 3.550
H 1.914 -5.043 4.212
H 2.459 -3.033 2.930
H -0.814 -3.821 0.280
H -1.354 -5.853 1.566
H 4.146 -1.064 0.214
H 5.566 0.329 1.690
H 4.631 1.300 3.757
H 2.266 0.869 4.351
H 0.853 -0.520 2.871
H 3.538 -3.753 0.496
H 4.898 -4.800 -1.307
H 4.446 -4.254 -3.667
H 3.135 -3.029 -5.373
H 1.288 -1.478 -5.896
H -0.071 -0.463 -4.114
C 1.658 1.995 0.522
N 1.044 1.530 -0.721
C 2.067 1.407 -1.756
C 0.040 2.512 -1.151
C -0.917 2.005 -2.201
C -1.489 2.934 -3.081
C -2.484 2.549 -3.971
C -2.904 1.221 -3.960
C -2.301 0.308 -3.093
C -1.275 0.656 -2.188
H 1.958 3.053 0.443
H 2.551 1.410 0.753
H 0.953 1.897 1.354
H 2.646 2.345 -1.848
H 1.594 1.180 -2.709
H 2.753 0.590 -1.521
H 0.549 3.422 -1.509
H -0.533 2.804 -0.267
H -1.145 3.969 -3.069
H -2.925 3.269 -4.655
H -3.691 0.896 -4.638
H -2.629 -0.727 -3.136
*
```

Values from the calculation:
HOMO (alpha / beta), eV: -4.19 / -4.21
LUMO energy (alpha / beta), eV: 2.586 / 2.586
Total energy, eV: -106463.7848

[2]
# C39H40NO16PS

A 6-piece molecular cluster, C39H40NO16PS overall (wB97M-V/def2-TZVPD, the Open Molecules 2025 dataset).

ORCA input file:
```
! RIJCOSX wB97M-V def2-TZVPD def2/J DEFGRID3
* xyz 0 1
C 6.009 1.784 0.830
C 5.990 1.541 2.335
C 5.416 0.209 2.794
C 6.160 -1.043 2.332
C 5.876 -1.563 0.924
C 4.539 -2.285 0.758
C 3.314 -1.372 0.636
C 2.281 -1.516 1.750
O 2.279 -2.807 2.393
S 0.807 -3.248 2.841
O 0.430 -4.459 2.252
O 0.752 -3.177 4.241
O 0.050 -2.011 2.181
C 0.899 -1.483 1.119
P 0.320 0.244 0.817
N 0.060 0.525 -0.671
O 1.417 1.236 1.446
O -0.980 0.463 1.733
H 5.059 1.560 0.363
H 6.798 1.199 0.376
H 6.244 2.825 0.640
H 6.979 1.720 2.744
H 5.361 2.317 2.767
H 4.359 0.171 2.574
H 5.475 0.216 3.880
H 7.226 -0.907 2.493
H 5.861 -1.845 3.003
H 6.644 -2.301 0.704
H 5.958 -0.810 0.150
H 4.448 -3.023 1.547
H 4.601 -2.846 -0.165
H 2.822 -1.532 -0.313
H 3.625 -0.337 0.625
H 2.398 -0.822 2.569
H 0.801 -2.155 0.281
H 0.281 -0.322 -1.183
H 1.192 1.434 2.375
H -1.043 1.422 1.908
C -4.125 -2.720 -3.075
C -2.874 -2.277 -2.986
C -2.144 -2.300 -1.697
O -1.004 -1.894 -1.612
C -2.855 -2.833 -0.510
C -4.105 -3.276 -0.599
C -4.837 -3.254 -1.889
O -5.976 -3.660 -1.973
H -4.678 -2.715 -4.005
H -2.335 -1.883 -3.838
H -2.301 -2.840 0.421
H -4.644 -3.670 0.253
C 8.072 -1.996 -2.393
C 9.347 -2.330 -2.570
C 9.735 -3.708 -2.965
O 10.896 -4.013 -3.124
C 8.645 -4.698 -3.155
C 7.370 -4.364 -2.978
C 6.984 -2.987 -2.584
O 5.822 -2.680 -2.422
H 7.767 -0.998 -2.105
H 10.157 -1.623 -2.437
H 8.949 -5.696 -3.443
H 6.560 -5.070 -3.110
C -8.470 -6.852 -3.306
C -7.285 -6.250 -3.245
C -6.077 -6.873 -3.841
O -4.994 -6.328 -3.787
C -6.239 -8.191 -4.506
C -7.424 -8.791 -4.566
C -8.634 -8.168 -3.971
O -9.713 -8.717 -4.028
H -9.364 -6.417 -2.879
H -7.143 -5.290 -2.767
H -5.345 -8.626 -4.933
H -7.565 -9.752 -5.045
C -3.642 4.788 2.324
C -2.493 4.145 2.148
C -1.232 4.640 2.758
O -0.178 4.059 2.599
C -1.304 5.880 3.568
C -2.454 6.524 3.746
C -3.713 6.027 3.139
O -4.762 6.613 3.300
H -4.572 4.446 1.888
H -2.425 3.243 1.553
H -0.373 6.224 4.002
H -2.527 7.430 4.334
C -5.666 11.634 0.634
C -6.486 11.126 -0.281
C -6.818 9.678 -0.300
O -7.564 9.216 -1.136
C -6.202 8.821 0.743
C -5.381 9.328 1.659
C -5.050 10.774 1.677
O -4.303 11.238 2.511
H -5.410 12.685 0.665
H -6.946 11.733 -1.050
H -6.457 7.769 0.714
H -4.924 8.717 2.425
*
```

Values from the calculation:
Structure (SMILES): CCCCCCC[C@@H]1OS(=O)(=O)O[C@H]1P(=N)(O)O.O=C1C=CC(=O)C=C1.O=C1C=CC(=O)C=C1.O=C1C=CC(=O)C=C1.O=C1C=CC(=O)C=C1.O=C1C=CC(=O)C=C1
HOMO, eV: -9.39
LUMO energy, eV: -2.141
Total energy, eV: -95460.4009

[3]
# C39H41BF2N7O13

A 6-piece molecular cluster, C39H41BF2N7O13 overall (wB97M-V/def2-TZVPD, the Open Molecules 2025 dataset).

ORCA input file:
```
! RIJCOSX wB97M-V def2-TZVPD def2/J DEFGRID3
* xyz -1 1
C 0.597 0.407 -2.003
C 0.655 0.509 -0.466
O 0.145 -0.606 0.202
C 0.953 -1.794 0.029
B 1.905 -2.191 1.311
C 1.882 -3.851 1.429
C 2.253 -4.510 0.139
N 1.468 -5.223 -0.567
C 1.336 -1.591 2.740
C 1.866 -0.207 3.068
F 0.833 0.620 3.577
C 3.497 -1.819 1.070
O 4.442 -2.441 1.509
N 3.852 -0.623 0.205
C 5.058 -0.731 -0.456
O 5.992 0.037 -0.352
F 5.107 -1.769 -1.303
H 0.157 1.277 -2.479
H 1.625 0.296 -2.352
H 0.105 -0.522 -2.273
H 0.017 1.346 -0.173
H 1.657 0.776 -0.121
H 1.574 -1.749 -0.874
H 0.250 -2.607 -0.143
H 0.916 -4.217 1.774
H 2.626 -4.193 2.156
H 3.276 -4.351 -0.196
H 0.562 -5.267 -0.104
H 0.267 -1.479 2.732
H 1.575 -2.308 3.528
H 2.194 0.292 2.158
H 2.636 -0.229 3.835
H 3.959 0.172 0.824
C -5.603 -3.666 4.637
C -4.381 -3.785 5.284
C -3.203 -3.601 4.577
C -3.270 -3.297 3.230
C -4.479 -3.184 2.569
C -5.653 -3.372 3.282
N -2.020 -3.074 2.484
O -0.979 -3.195 3.096
O -2.112 -2.776 1.315
H -6.523 -3.804 5.191
H -4.344 -4.016 6.340
H -2.248 -3.689 5.074
H -4.512 -2.949 1.515
H -6.610 -3.285 2.785
C -9.009 2.057 5.590
C -8.801 2.065 4.218
C -8.805 0.875 3.509
C -9.022 -0.309 4.189
C -9.225 -0.336 5.557
C -9.217 0.858 6.259
N -9.045 -1.570 3.438
O -8.843 -1.518 2.243
O -9.267 -2.593 4.056
H -9.009 2.988 6.141
H -8.636 2.998 3.699
H -8.641 0.877 2.442
H -9.387 -1.270 6.073
H -9.376 0.853 7.328
C 1.828 5.212 6.295
C 1.694 3.959 5.714
C 0.486 3.284 5.782
C -0.577 3.884 6.434
C -0.459 5.129 7.025
C 0.753 5.795 6.954
N -1.873 3.190 6.496
O -1.952 2.093 5.994
O -2.792 3.765 7.052
H 2.772 5.738 6.235
H 2.531 3.505 5.202
H 0.391 2.307 5.325
H -1.298 5.581 7.534
H 0.858 6.770 7.409
C 4.214 3.862 -5.757
C 4.124 2.616 -6.362
C 2.918 1.938 -6.381
C 1.812 2.520 -5.793
C 1.883 3.756 -5.178
C 3.095 4.429 -5.162
N 0.526 1.809 -5.829
O 0.500 0.718 -6.357
O -0.435 2.357 -5.330
H 5.158 4.392 -5.749
H 4.997 2.172 -6.823
H 2.851 0.968 -6.851
H 1.011 4.194 -4.718
H 3.165 5.397 -4.687
C 6.450 -2.488 -10.019
C 5.071 -2.398 -10.149
C 4.466 -1.159 -10.289
C 5.259 -0.026 -10.301
C 6.633 -0.096 -10.166
C 7.229 -1.339 -10.024
N 4.622 1.289 -10.469
O 3.414 1.321 -10.564
O 5.343 2.265 -10.502
H 6.919 -3.457 -9.913
H 4.465 -3.293 -10.142
H 3.394 -1.085 -10.389
H 7.236 0.799 -10.172
H 8.303 -1.411 -9.918
*
```

Values from the calculation:
HOMO, eV: -5.09
LUMO energy, eV: 0.683
Total energy, eV: -84255.4376

Values of F_max, in order: 0.0203, 0.0463, 0.0353, all in hartree/bohr.